1.
Entry from the Open Molecules 2025 dataset: C3H4NP in the gas phase at a distorted geometry (ωB97M-V/def2-TZVPD).

The calculation puts the LUMO energy at -0.182 eV. As for the charge: 0. As for the largest force on an atom: 0.1030 Eh/bohr. As for the SMILES: [H]/P=C/CC#N. The calculation puts the HOMO-LUMO gap at 10.1 eV.

CARTESIAN COORDINATES (ANGSTROEM)
C 1.822 -0.333 -0.066
C -0.709 0.463 -0.316
C 0.534 -0.448 0.598
N 2.769 -0.249 -0.703
P -2.210 -0.123 -0.083
H -0.332 1.191 -0.975
H 0.313 -1.541 0.633
H 0.527 0.097 1.645
H -2.714 0.943 -0.733

=====

2.
Entry from the Open Molecules 2025 dataset: a molecular structure, C3H4NS at a distorted geometry (ωB97M-V/def2-TZVPD).

The calculation puts the LUMO energy at -6.719 eV. As for the charge: +1. As for the largest force on an atom: 0.0658 Eh/bohr. The calculation puts the HOMO-LUMO gap at 8.3 eV.

CARTESIAN COORDINATES (ANGSTROEM)
C -0.999 -0.004 0.595
C -1.079 1.215 0.801
C 1.069 0.690 -0.738
N -0.681 -1.235 0.482
S 0.055 1.902 -0.355
H 1.850 1.056 -1.278
H 0.920 -0.272 -0.363
H 0.061 -1.564 1.032
H -1.196 -1.787 -0.177

=====

Look up the HOMO-LUMO gap of the second one.
8.3 eV